Below is a 12-piece molecular cluster, C42H118N14O12 overall, with properties calculated with ωB97M-V/def2-TZVPD.

## Properties
LUMO = 0.08 eV
Charge = 0
Structure (SMILES) = COC[C@H](C)N.COC[C@H](C)N.COC[C@H](C)N.COC[C@H](C)N.COC[C@H](C)N.COC[C@H](C)N.COC[C@H](C)N.COC[C@H](C)N.COC[C@H](C)N.COC[C@H](C)N.NC(N)=O.NC(N)=O
Orbital gap = 8.540 eV
Relative energy (zero: lowest compared OMol25 entry of this formula, charge and spin) = 218.4 kcal/mol

```
186
Properties=species:S:1:pos:R:3:forces:R:3
C 20.436482 -2.337319 -8.079109 -1.8 0.2 0.8
C 18.989305 -1.905764 -7.632229 0.7 -0.8 -1.0
C 19.029419 -0.617467 -6.755789 -0.4 -0.9 1.5
O 19.385355 -0.930419 -5.350968 0.2 -1.4 -1.8
C 19.598003 0.158726 -4.524259 -0.3 0.9 0.1
N 18.060829 -1.854462 -8.865274 1.5 0.7 2.2
H 20.827355 -1.577965 -8.756374 0.4 0.0 0.2
H 20.417723 -3.304089 -8.582194 -0.1 0.1 -0.1
H 20.972159 -2.463400 -7.138226 0.6 0.3 -0.3
H 18.554181 -2.717319 -7.049005 0.2 0.1 0.4
H 18.013457 -0.228708 -6.686580 -0.2 0.4 -0.3
H 19.715028 0.138784 -7.138058 0.1 0.1 -0.1
H 20.237173 0.896558 -5.009207 0.1 0.3 -0.1
H 20.070539 -0.090194 -3.574084 0.2 -0.6 -0.2
H 18.662806 0.628130 -4.219000 -0.2 0.3 -0.2
H 17.186371 -1.628161 -8.413387 -0.7 0.0 -0.3
H 18.338297 -0.979218 -9.286068 -0.1 0.3 -0.7
C 20.243815 4.957719 -2.776506 -0.8 -1.2 0.2
C 19.397173 3.715572 -2.323600 -0.5 1.5 1.3
C 18.463591 4.185872 -1.096825 2.2 -0.2 -0.6
O 17.940230 5.474842 -1.148933 -0.5 0.6 -2.2
C 16.934855 5.762825 -2.136450 -1.0 0.6 1.3
N 18.568986 3.118667 -3.346376 -0.1 -0.1 0.6
H 20.871427 4.652785 -3.613888 0.3 0.1 0.1
H 20.813148 5.340649 -1.929546 0.2 0.0 -0.2
H 19.579045 5.737569 -3.147986 -0.1 0.0 0.0
H 20.004877 2.881168 -1.973531 0.5 0.4 0.5
H 19.094601 4.427742 -0.241587 0.4 -1.7 0.3
H 17.718757 3.403873 -0.949206 -0.3 0.1 0.3
H 16.090745 5.852262 -1.452666 -0.8 0.2 -0.8
H 16.692306 5.080285 -2.950952 0.5 -0.5 0.4
H 17.081742 6.732812 -2.611473 0.4 0.1 0.2
H 17.633325 3.494740 -3.289762 0.2 0.0 -1.0
H 19.048807 3.099157 -4.234907 -0.6 0.3 -0.3
C 23.884397 -0.704160 -5.172965 -0.2 -0.1 -0.7
C 24.800189 0.504344 -5.362498 -2.4 1.0 3.0
C 25.127764 0.965535 -3.917763 0.3 0.6 0.8
O 24.053383 1.203331 -2.989198 0.8 0.2 -1.4
C 23.062890 2.121313 -3.432491 -1.4 -1.3 0.8
N 25.953994 0.074461 -6.010151 1.6 -0.9 -0.8
H 24.448678 -1.427378 -4.584207 0.2 -0.4 -0.4
H 23.649922 -1.036771 -6.184149 0.0 -0.7 0.2
H 22.957297 -0.638159 -4.603558 0.0 0.8 -0.2
H 24.323527 1.327161 -5.895291 -0.1 -0.1 -0.2
H 25.812591 1.813419 -3.903416 -0.1 0.6 -0.4
H 25.747743 0.209487 -3.435976 -0.2 -0.5 0.0
H 22.182179 1.635840 -3.012066 -0.5 0.4 0.1
H 22.819038 2.124758 -4.494863 0.7 0.2 -0.2
H 23.086723 3.119243 -2.994691 0.6 0.1 -0.2
H 26.732775 0.702120 -5.869964 0.1 0.4 -0.2
H 26.207062 -0.762358 -5.504391 0.5 -0.5 -0.3
C 17.012342 1.401457 6.502939 -0.4 0.6 -0.3
C 15.742790 1.070893 5.668017 0.9 0.5 1.4
C 15.971699 0.912392 4.176034 -0.4 0.6 -0.8
O 16.290590 2.196636 3.573006 0.8 -1.1 -1.3
C 16.590667 2.086919 2.127139 0.0 0.6 1.0
N 15.169295 -0.124143 6.245084 -0.8 -1.1 0.3
H 16.727966 1.854457 7.452676 -0.3 -0.1 0.1
H 17.536351 2.211792 5.996116 0.4 -0.2 -0.1
H 17.650397 0.558566 6.768506 0.0 -0.1 -0.5
H 15.089155 1.913762 5.892600 -0.1 0.4 -0.8
H 15.054048 0.536286 3.723748 -0.5 0.1 -0.1
H 16.682468 0.134829 3.896200 0.6 0.1 0.4
H 17.431425 1.469261 1.811338 -0.1 -0.9 0.8
H 16.975810 3.048452 1.787710 -0.6 0.5 0.3
H 15.701242 1.811894 1.560229 0.0 -0.1 0.1
H 14.878222 0.039669 7.198257 0.8 0.3 0.6
H 14.241702 -0.341280 5.909647 -0.1 -0.1 -1.1
C 14.171421 8.552497 -2.014878 0.5 -0.2 1.9
C 13.787179 9.635699 -1.007129 -0.1 1.7 -3.2
C 14.221817 9.443569 0.396430 0.3 -0.7 -0.7
O 13.776608 10.486251 1.224426 -0.2 -0.8 1.5
C 14.129416 10.161127 2.584109 -0.2 1.2 0.5
N 14.509660 10.820987 -1.522850 -0.4 1.0 0.6
H 13.880605 8.848291 -3.022864 0.2 -0.1 0.1
H 13.711588 7.615470 -1.700821 0.0 -0.2 -0.4
H 15.246017 8.520038 -1.835219 0.3 -0.6 -0.8
H 12.719291 9.749057 -1.193844 -0.4 0.2 1.0
H 15.310915 9.425882 0.436944 0.3 -0.2 -0.2
H 13.855652 8.431772 0.570460 -0.3 -0.2 1.3
H 13.818581 10.916987 3.305326 -0.8 0.6 -0.6
H 15.197506 10.237360 2.787771 0.4 -0.9 -0.6
H 13.645103 9.265049 2.972160 0.3 -0.4 -0.5
H 14.319994 11.124079 -2.467445 -0.4 -0.6 -0.4
H 14.209390 11.625739 -0.991531 0.2 0.2 0.5
C 12.617192 2.686460 4.243759 2.5 0.8 -0.4
C 12.369500 3.529104 2.976486 -1.4 -0.6 2.2
C 13.260812 3.280332 1.757000 -1.5 1.2 -0.3
O 12.673145 4.155052 0.767207 1.1 -0.6 0.3
C 13.571791 4.449702 -0.269684 -1.2 0.3 -1.4
N 10.920111 3.381103 2.820027 -0.7 0.4 -1.9
H 13.579025 3.086124 4.565077 0.6 -0.9 0.5
H 12.649264 1.626320 3.992424 0.1 -0.1 0.2
H 11.982662 2.855792 5.113697 -0.5 0.2 -0.5
H 12.505360 4.579216 3.235130 0.2 0.1 -0.1
H 13.273228 2.265811 1.358643 -0.1 -0.3 0.2
H 14.287080 3.608727 1.921376 0.0 -0.1 0.5
H 14.185673 3.622812 -0.626764 0.4 -0.2 0.5
H 14.133995 5.378650 -0.174333 0.4 -0.1 0.7
H 12.923028 4.652642 -1.121764 -0.1 0.1 -0.3
H 10.685196 2.423245 2.602258 0.0 -0.2 -0.1
H 10.474138 3.579703 3.704201 0.1 0.1 0.0
C 14.636782 -3.786873 -0.848392 0.2 -0.5 -1.1
C 15.283461 -2.502389 -0.277057 0.0 -0.4 2.3
C 15.593599 -1.288533 -1.143392 -2.1 -1.2 0.0
O 16.255887 -0.345982 -0.357454 1.8 0.8 -1.0
C 16.694928 0.808202 -1.130995 -0.9 -0.2 0.8
N 14.459004 -2.100650 0.917729 -0.1 -0.4 -0.7
H 14.069848 -4.432797 -0.177956 -0.3 1.0 0.7
H 15.324560 -4.568486 -1.171087 0.9 0.5 -0.2
H 14.028640 -3.659191 -1.743909 -0.3 0.5 0.0
H 16.246310 -2.808128 0.132265 0.1 0.0 0.1
H 14.614467 -0.866741 -1.370299 -0.3 0.2 -0.7
H 16.026340 -1.677008 -2.065308 0.8 0.7 -0.2
H 15.847993 1.488129 -1.223199 -0.3 0.1 -0.2
H 17.032573 0.587945 -2.143701 0.2 -0.4 0.1
H 17.448643 1.373347 -0.582704 0.2 -0.5 0.1
H 13.552955 -1.854954 0.545155 -0.5 -0.2 0.0
H 14.742823 -1.233175 1.350215 0.7 0.1 -0.1
C 20.622293 7.813598 -5.615850 -0.6 0.0 1.6
C 20.298298 6.593274 -6.501700 1.9 2.6 1.4
C 18.772883 6.430123 -6.669263 1.6 0.1 -0.9
O 18.122023 6.457269 -5.441687 0.3 -0.4 0.3
C 16.762969 6.325864 -5.676682 -1.3 -0.5 1.0
N 21.058854 6.819482 -7.727977 -1.3 -0.2 -1.7
H 20.460763 7.594994 -4.560280 -0.3 -0.5 0.2
H 19.968506 8.678875 -5.725147 0.2 0.1 -0.7
H 21.675663 8.089113 -5.564784 0.1 0.1 -0.8
H 20.946559 5.848955 -6.039250 -1.5 -1.3 0.8
H 18.642472 5.550639 -7.299830 -0.6 -0.8 0.4
H 18.253729 7.204216 -7.234376 0.9 0.6 -0.6
H 16.283620 7.082181 -6.298217 0.5 0.4 -0.4
H 16.243814 6.394175 -4.720700 0.1 -0.1 0.0
H 16.555415 5.346136 -6.106980 -0.2 -0.2 -0.2
H 22.054968 6.801921 -7.562026 0.0 0.1 0.3
H 20.875143 5.994018 -8.280214 0.2 -0.1 -0.7
C 17.440305 10.238067 -4.074326 -0.3 -1.1 1.4
C 18.234248 10.562095 -2.768335 1.5 3.3 -1.8
C 18.925464 11.953200 -3.090304 -0.1 -1.8 -0.2
O 19.763683 12.417987 -2.085854 0.8 0.5 0.1
C 20.762646 13.369436 -2.498766 0.0 -0.9 0.4
N 17.414402 10.814844 -1.643396 -0.7 -0.6 0.2
H 17.292149 9.175477 -3.881842 -0.4 -0.4 -1.0
H 17.858678 10.427331 -5.062878 0.5 -0.1 0.3
H 16.453622 10.700236 -4.043501 0.0 0.2 0.1
H 18.980007 9.795394 -2.558303 0.2 0.0 -0.5
H 18.110538 12.667259 -3.209110 -0.3 0.1 -0.5
H 19.428300 11.748772 -4.035532 0.5 0.6 -0.2
H 20.927005 13.354955 -3.576201 0.0 -0.2 -0.1
H 21.662139 13.029295 -1.985627 0.2 0.2 -0.2
H 20.581326 14.403444 -2.205404 -0.5 0.0 0.2
H 17.352248 11.821736 -1.594194 -0.5 0.0 0.6
H 16.503819 10.475023 -1.918053 -0.5 0.2 1.0
C 13.597802 2.293457 -3.734336 -1.2 0.6 0.5
C 14.869489 1.722700 -4.200334 1.4 -1.6 0.5
C 14.697340 0.577608 -5.275715 0.4 3.2 1.3
O 13.980888 -0.441512 -4.681241 -0.6 -0.7 -0.4
C 13.976387 -1.566071 -5.528627 0.7 -1.3 0.2
N 15.901238 2.755465 -4.490064 -0.8 -0.9 -0.1
H 12.960589 1.563078 -3.235741 -0.2 -0.4 -0.7
H 13.102759 2.766134 -4.582635 -0.5 0.2 0.2
H 13.721333 2.991556 -2.906382 0.4 0.5 -0.4
H 15.246928 1.146706 -3.355427 0.4 0.1 0.1
H 15.726853 0.340690 -5.544203 0.0 -0.6 -0.4
H 14.179854 1.091253 -6.085950 -0.2 -0.5 -0.7
H 13.643858 -2.489543 -5.054591 -0.5 0.4 0.7
H 15.020152 -1.819097 -5.714717 0.2 0.1 -0.7
H 13.395458 -1.506899 -6.449024 0.1 0.6 -0.1
H 16.788985 2.273840 -4.496704 0.3 0.0 -0.1
H 15.779599 3.130075 -5.420101 -0.2 0.2 -0.3
C 20.754744 3.343176 2.853284 -3.6 -1.5 -1.6
O 20.558044 3.661629 1.710108 0.5 2.1 -2.1
N 19.742263 2.939726 3.603556 -2.8 -0.5 2.2
N 21.853181 3.019436 3.418246 5.6 -0.1 1.4
H 18.786316 3.182810 3.386341 0.3 -0.3 0.1
H 19.962580 2.350409 4.393659 -0.8 0.4 0.0
H 22.688268 3.400740 2.997126 0.2 -0.5 0.4
H 21.851704 2.591349 4.333033 0.5 0.5 -0.3
C 19.460969 8.259128 0.657617 -0.2 1.6 -0.5
O 19.952571 9.190016 1.185535 2.3 5.0 1.6
N 19.557062 7.141997 1.230095 0.4 -6.4 3.4
N 18.782437 8.284964 -0.443152 -1.9 0.1 -4.0
H 20.026809 7.240820 2.118732 -0.2 -0.8 -0.1
H 19.210710 6.271273 0.853278 0.2 0.1 0.4
H 18.470949 7.376841 -0.756819 0.1 0.2 -0.6
H 19.129509 8.956685 -1.112812 -0.6 -0.1 0.2
```
Forces are in eV/Å.